Molecular formula: C31H35N3O4ReSi
Method: DFT, wB97M-V/def2-TZVPD

Positions of all 75 atoms, in Å:
Re  -1.36522  1.13483  0.57178
C  -0.01352  3.91653  0.70558
N  -1.25622  3.17143  0.66188
C  -2.35832  3.89793  0.69298
C  -3.54322  3.17843  0.67328
C  -4.92132  3.47473  0.64828
C  -5.57192  2.25363  0.61798
C  -4.58852  1.25633  0.62978
N  -3.35642  1.79393  0.66118
C  0.55868  4.19753  -0.67252
C  0.26718  3.40623  -1.77402
C  0.81098  3.71043  -3.01172
C  1.64188  4.81033  -3.15862
C  1.93588  5.60333  -2.06122
C  1.39368  5.29903  -0.82512
H  0.71558  3.36683  1.30638
H  -0.18382  4.87503  1.20538
H  -2.33002  4.97803  0.74488
H  -5.36572  4.45043  0.63588
H  -6.62932  2.07843  0.59128
H  -4.76222  0.19813  0.60668
H  -0.38812  2.54103  -1.67792
H  0.58168  3.09203  -3.86652
H  2.06138  5.04103  -4.12632
H  2.57698  6.46563  -2.16812
H  1.62198  5.92293  0.02538
O  -3.30022  -1.27327  0.26338
C  -2.27532  -0.74027  0.47468
C  -0.19802  -5.24167  -0.15122
C  -1.15982  -4.10657  0.22298
C  -2.34602  -4.14507  -0.74762
C  -1.65312  -4.32737  1.65798
Si  -0.12642  -2.48597  0.05318
O  -1.07592  -1.03127  0.71808
C  1.27548  -2.34597  1.32158
C  0.99198  -2.06487  2.66278
C  2.00178  -1.99237  3.60528
C  3.31718  -2.21587  3.22898
C  3.61808  -2.50407  1.90628
C  2.60628  -2.57347  0.96348
C  0.18968  -1.91327  -1.71812
C  1.15508  -2.55777  -2.50142
C  1.39098  -2.16377  -3.80542
C  0.65988  -1.12527  -4.35752
C  -0.30022  -0.47667  -3.59772
C  -0.53962  -0.87297  -2.29712
H  -0.71062  -6.19457  -0.04042
H  0.67808  -5.25987  0.49238
H  0.12528  -5.16007  -1.18592
H  -2.78912  -5.13717  -0.70762
H  -2.03322  -3.96067  -1.77402
H  -3.11962  -3.43067  -0.48042
H  -2.14152  -5.29807  1.70968
H  -2.38282  -3.57807  1.95998
H  -0.82992  -4.33547  2.37038
H  -0.03072  -1.91697  2.97648
H  1.75848  -1.79177  4.63798
H  4.10418  -2.19387  3.96758
H  4.64078  -2.70197  1.62378
H  2.85058  -2.82377  -0.05642
H  1.72378  -3.37497  -2.08382
H  2.14258  -2.66707  -4.39472
H  0.83278  -0.82407  -5.37892
H  -0.87652  0.32383  -4.02972
H  -1.32482  -0.36267  -1.73652
N  3.29458  1.61403  2.43858
C  2.90978  1.08043  1.11488
C  1.36938  1.01223  1.15758
O  0.74108  0.81823  0.10518
O  0.85938  1.21423  2.27428
H  3.99448  1.05353  2.92998
H  2.33188  1.55333  2.94258
H  3.61228  2.58753  2.39488
H  3.29708  0.07483  0.94478
H  3.20898  1.72283  0.28828

Output
**Net charge**: +2
**HOMO (spin up / spin down)**: -13.92 / -14.08 eV
**HOMO-LUMO gap (spin up / spin down)**: 5.9278 / 6.4671 eV
**Multiplicity**: 2
**ΔE to the lowest compared entry with this formula, charge and spin**: 113.6 kJ/mol
**F_max**: 3.741 eV Å⁻¹

Molecular formula: C6H9Br
Method: DFT, wB97M-V/def2-TZVPD

Positions of all 16 atoms, in Å:
Br  -1.84844  -3.54188  -1.85434
C  -0.29620  1.44484  0.05356
C  1.20548  1.10730  0.14690
C  1.44166  -0.21262  0.77068
C  0.49536  -1.22115  0.70932
C  -0.71530  -1.03889  0.06550
C  -1.10091  0.25777  -0.52353
H  -0.67530  1.67524  1.05647
H  -0.44545  2.33021  -0.57315
H  1.61462  1.13226  -0.87714
H  1.74869  1.88812  0.69847
H  2.41907  -0.38838  1.21848
H  0.71403  -2.19119  1.16292
H  -1.39883  -1.88788  -0.08728
H  -2.17732  0.39126  -0.34681
H  -0.98119  0.25499  -1.62005

Output
**HOMO (spin up / spin down)**: -8.83 / -7.40 eV
**HOMO-LUMO gap (spin up / spin down)**: 7.1142 / 4.3352 eV
**ΔE to the lowest compared entry with this formula, charge and spin**: 155.7 kJ/mol
**F_max**: 1.432 eV Å⁻¹

Molecular formula: C3H6OS2
Method: DFT, wB97M-V/def2-TZVPD

Positions of all 12 atoms, in Å:
C  2.34894  -0.46310  -0.00449
C  -0.09805  0.80907  -0.10613
C  -2.35638  -0.13700  0.05649
H  2.51738  0.29504  -0.79067
H  2.74262  -1.50363  -0.44541
H  2.74516  0.13431  1.02901
H  -2.07629  -1.18012  -0.48342
H  -2.40467  -0.54565  1.15273
H  -3.25438  0.31491  -0.30695
O  -1.34370  0.81204  -0.13943
S  0.51300  -0.78945  0.01328
S  0.66636  2.25357  0.02501

Output
**HOMO**: -8.52 eV
**HOMO-LUMO gap**: 9.1001 eV
**Structure (SMILES)**: COC(=S)SC
**ΔE to the lowest compared entry with this formula, charge and spin**: 239.4 kJ/mol
**F_max**: 5.356 eV Å⁻¹

Molecular formula: C24H23N3O5S2
Method: DFT, wB97M-V/def2-TZVPD

Positions of all 57 atoms, in Å:
C  -2.24971  -3.92519  0.09781
C  -2.75080  -2.48497  0.05194
H  -3.78603  -2.46810  -0.29994
H  -2.71698  -2.01999  1.04353
O  -2.05480  -1.69533  -0.89519
C  -0.79342  -1.28239  -0.62900
C  -0.12083  -1.45136  0.57791
C  1.17247  -0.98734  0.72457
C  1.80589  -0.34540  -0.32584
C  1.14356  -0.16637  -1.53524
C  -0.14521  -0.62629  -1.68032
H  -0.67783  -0.50065  -2.60906
H  1.64596  0.32302  -2.35668
N  3.16616  0.06522  -0.19632
C  3.54871  1.35793  -0.33396
N  4.77256  1.76838  -0.36048
C  5.74096  0.84684  -0.22106
C  5.46615  -0.47603  -0.01601
C  4.11543  -0.97538  -0.00228
O  3.75919  -2.12279  0.13004
S  6.86669  -1.48870  0.17552
C  7.97478  -0.01054  0.22366
H  8.85304  -0.23941  -0.37432
C  7.19512  1.19579  -0.29677
H  7.40639  2.09269  0.28546
H  7.44461  1.41076  -1.33957
H  8.27505  0.11820  1.26328
S  2.31995  2.63022  -0.48431
C  1.55145  2.54212  1.17865
C  0.17427  1.88507  1.25835
O  -0.16968  1.32229  2.27368
N  -0.57504  2.07441  0.15161
C  -1.88585  1.65891  -0.10936
C  -2.67741  1.04022  0.84597
C  -3.97355  0.65638  0.53086
C  -4.48141  0.87890  -0.75160
C  -3.68598  1.51582  -1.69532
C  -2.40329  1.90746  -1.37921
H  -1.79221  2.39953  -2.12082
H  -4.09700  1.68862  -2.67658
O  -5.74652  0.49307  -1.11778
C  -6.34552  -0.40495  -0.21211
C  -6.10522  0.05179  1.22617
H  -6.56612  -0.63105  1.94122
O  -4.72434  0.05998  1.51221
H  -6.52095  1.06018  1.35806
H  -7.41036  -0.42146  -0.44993
H  -5.92402  -1.41090  -0.34702
H  -2.30290  0.85156  1.83734
H  -0.11225  2.52422  -0.62988
H  1.44861  3.58037  1.50195
H  2.23707  2.03899  1.85780
H  1.68855  -1.12986  1.66063
H  -0.58850  -1.93351  1.41964
H  -2.33651  -4.37769  -0.88704
H  -1.20687  -3.96594  0.40141
H  -2.84554  -4.49732  0.80372

Output
**HOMO**: -7.87 eV
**HOMO-LUMO gap**: 8.0979 eV
**Structure (SMILES)**: CCOc1ccc(-n2c(SCC(=O)Nc3ccc4c(c3)OCCO4)nc3c(c2=O)SCC3)cc1
**ΔE to the lowest compared entry with this formula, charge and spin**: 95.5 kJ/mol
**F_max**: 1.167 eV Å⁻¹

Molecular formula: C2H5ErO3
Method: DFT, wB97M-V/def2-TZVPD

Positions of all 11 atoms, in Å:
H  2.16488  -0.67778  0.05832
O  1.26764  1.02007  0.73585
O  1.95026  1.54895  -0.43969
C  1.51764  -0.34596  0.88210
H  1.92526  -0.48474  1.89056
Er  -0.10374  2.01714  -1.02729
O  -1.84724  0.45448  -1.22841
C  -2.21475  -0.61407  -0.72849
H  -2.96720  -1.21833  -1.26188
H  0.54366  -0.98776  0.74837
H  -2.23642  -0.71200  0.37056

Output
**Net charge**: +2
**HOMO (spin up / spin down)**: -18.64 / -18.68 eV
**HOMO-LUMO gap (spin up / spin down)**: 7.7086 / 7.8841 eV
**Multiplicity**: 4
**F_max**: 3.894 eV Å⁻¹

Molecular formula: C2H10N2O
Method: DFT, wB97M-V/def2-TZVPD

Positions of all 15 atoms, in Å:
N  0.12631  -2.89754  -0.38088
H  1.12216  -3.00769  -0.30892
H  -0.15207  -3.12289  -1.32453
H  -0.29605  -3.57997  0.24222
C  0.09170  0.83723  -1.69730
N  0.41386  1.14116  -0.31482
C  -0.52857  0.63709  0.65874
O  -0.13727  0.98318  1.96207
H  -0.11511  -0.22215  -1.83916
H  0.97324  1.07779  -2.29366
H  -0.76635  1.39162  -2.09884
H  0.41837  2.14688  -0.19992
H  -1.53769  1.05906  0.51808
H  -0.63844  -0.44492  0.53529
H  0.77882  0.65143  2.07845

Output
**HOMO**: -8.88 eV
**HOMO-LUMO gap**: 9.8579 eV
**Structure (SMILES)**: CNCO.N
**ΔE to the lowest compared entry with this formula, charge and spin**: 45.3 kJ/mol
**F_max**: 0.876 eV Å⁻¹